Entry 1:
ORCA calculation (ωB97M-V with the def2-TZVPD basis set) on a structure of composition C36H39LuN7OP2S at a distorted geometry.

```
87
Properties=species:S:1:pos:R:3:lowdin_charge:R:1
Lu -0.902 0.268 1.330 1.340
C -0.449 -1.314 -2.090 -0.163
N 0.084 0.036 -1.875 -0.530
P 1.461 0.278 -0.815 1.000
C 2.770 0.482 -2.097 -0.385
C 2.567 0.161 -3.435 -0.106
C 3.597 0.312 -4.346 -0.065
C 4.833 0.775 -3.929 -0.071
C 5.043 1.082 -2.594 -0.069
C 4.015 0.937 -1.679 -0.092
C 2.192 -1.326 -0.259 -0.383
C 2.536 -2.394 -1.080 -0.073
C 3.267 -3.453 -0.569 -0.067
C 3.722 -3.429 0.739 -0.080
C 3.433 -2.342 1.547 -0.088
C 2.659 -1.309 1.054 -0.150
P -1.169 1.129 -1.320 0.926
C -2.200 1.319 -2.817 -0.350
C -3.507 1.769 -2.663 -0.096
C -4.237 2.150 -3.776 -0.069
C -3.666 2.082 -5.036 -0.065
C -2.371 1.611 -5.189 -0.060
C -1.633 1.239 -4.084 -0.080
C -0.387 2.772 -1.510 -0.385
C -1.119 3.849 -1.015 -0.169
C -0.635 5.138 -1.136 -0.070
C 0.591 5.363 -1.744 -0.067
C 1.304 4.299 -2.270 -0.057
C 0.808 3.010 -2.174 -0.104
H 0.154 -1.834 -2.836 0.077
H -1.467 -1.228 -2.484 0.078
H -0.478 -1.919 -1.170 0.057
H 1.598 -0.181 -3.771 0.090
H 3.430 0.069 -5.385 0.109
H 5.631 0.901 -4.644 0.108
H 6.007 1.437 -2.265 0.108
H 4.166 1.179 -0.634 0.106
H 2.257 -2.408 -2.122 0.100
H 3.502 -4.294 -1.203 0.113
H 4.301 -4.252 1.127 0.115
H 3.814 -2.293 2.556 0.108
H 2.426 -0.457 1.686 0.065
H -3.940 1.826 -1.672 0.098
H -5.245 2.518 -3.662 0.109
H -4.227 2.397 -5.901 0.110
H -1.927 1.558 -6.170 0.110
H -0.615 0.895 -4.192 0.097
H -2.079 3.669 -0.547 0.075
H -1.213 5.967 -0.755 0.111
H 0.979 6.366 -1.826 0.108
H 2.248 4.465 -2.769 0.112
H 1.346 2.199 -2.636 0.063
N 1.018 1.544 3.061 -0.027
N 0.327 2.326 4.030 -0.083
C -0.820 2.955 3.683 -0.870
N -1.494 3.603 4.638 0.128
S -1.314 3.024 2.083 0.662
H 1.470 0.760 3.533 0.098
H 1.746 2.132 2.638 0.108
H 0.474 2.081 5.001 0.154
H -1.183 3.649 5.595 0.122
H -2.300 4.146 4.377 0.108
C 0.668 -5.318 1.566 -0.036
C 0.088 -4.356 2.607 -0.624
C -1.206 -4.950 3.175 -0.048
C 1.105 -4.120 3.735 -0.041
C -0.180 -3.049 2.003 -0.155
C -0.333 -1.932 1.554 -0.171
H 0.936 -6.259 2.044 0.090
H 1.552 -4.896 1.093 0.057
H -0.069 -5.524 0.793 0.088
H -0.981 -5.865 3.722 0.087
H -1.903 -5.190 2.375 0.086
H -1.689 -4.244 3.848 0.084
H 1.333 -5.051 4.252 0.089
H 0.707 -3.409 4.458 0.087
H 2.021 -3.708 3.319 0.056
N -5.416 0.196 1.465 0.209
C -4.146 0.151 1.908 -0.481
O -3.185 0.268 1.089 -0.220
C -3.923 0.003 3.314 -0.195
C -4.953 -0.187 4.241 -0.230
N -5.812 -0.341 4.987 0.160
C -2.597 0.027 3.651 -0.196
N -1.433 0.124 3.688 0.071
H -5.601 0.263 0.478 0.121
H -6.183 0.071 2.104 0.112
```

Properties
LUMO level, eV: -2.3
Molar mass, g/mol: 854.738
Total charge: +1
Energy above the lowest of the compared OMol25 structures with the same formula, charge and spin, kJ/mol: 80.30
Frontier orbital gap, eV: 8.51
Total energy, Ha: -4170.0285
HOMO, eV: -10.81
Max |F|, eV/A: 1.72

=====

Entry 2:
ORCA calculation (ωB97M-V with the def2-TZVPD basis set) on a cluster of 8 separate species, C36H39N8O15 in total at a distorted geometry.

```
98
Properties=species:S:1:pos:R:3:lowdin_charge:R:1
N 32.208 -26.151 52.961 -0.586
O 31.696 -25.164 52.291 -0.095
O 32.813 -25.885 53.996 -0.077
O 32.288 -27.309 52.406 -0.091
C 34.066 -30.052 55.811 -0.086
C 34.418 -30.799 57.143 -0.016
C 34.824 -29.912 58.427 0.035
C 35.104 -28.442 58.121 -0.034
C 34.499 -27.716 56.839 0.064
C 34.038 -28.614 55.739 -0.108
N 35.618 -27.434 59.191 -0.410
O 35.915 -27.906 60.303 0.027
O 35.612 -26.331 58.907 0.114
H 33.859 -30.811 54.847 0.143
H 34.367 -31.848 57.215 0.034
H 35.178 -30.452 59.313 0.076
H 34.528 -26.684 56.798 0.039
H 33.896 -28.169 54.729 0.079
C 31.097 -22.637 56.053 -0.027
C 30.762 -21.569 57.138 -0.014
C 31.581 -20.359 57.204 0.032
C 32.933 -20.193 56.372 -0.100
C 33.210 -21.411 55.509 0.033
C 32.258 -22.575 55.260 -0.056
N 33.706 -18.996 56.307 -0.389
O 33.661 -18.220 57.280 0.037
O 34.261 -18.714 55.268 0.074
H 30.396 -23.296 56.225 0.012
H 29.816 -21.647 57.712 0.097
H 31.307 -19.565 57.835 0.060
H 34.323 -21.129 54.988 0.160
H 32.364 -23.386 54.597 0.053
C 37.296 -21.912 55.738 -0.050
C 36.599 -23.243 55.360 0.003
C 35.378 -23.620 56.111 0.009
C 34.926 -22.838 57.385 -0.081
C 35.820 -21.657 57.733 0.042
C 36.942 -21.170 56.847 -0.066
N 33.848 -23.243 58.339 -0.305
O 33.558 -22.391 59.248 0.023
O 33.308 -24.352 58.266 0.047
H 38.185 -21.717 55.322 0.043
H 36.878 -23.963 54.543 0.088
H 34.743 -24.400 55.668 0.081
H 35.697 -21.083 58.559 0.051
H 37.576 -20.366 57.277 0.109
C 31.590 -29.094 49.433 -0.045
C 31.587 -27.632 48.906 0.024
C 31.455 -27.471 47.423 0.036
C 30.994 -28.669 46.589 -0.077
C 31.092 -30.071 47.127 0.041
C 31.401 -30.220 48.589 -0.071
N 30.556 -28.422 45.177 -0.355
O 30.613 -27.290 44.689 0.066
O 30.201 -29.484 44.648 0.032
H 31.827 -29.437 50.355 0.041
H 31.879 -26.921 49.788 0.111
H 31.460 -26.525 47.166 0.025
H 30.837 -30.798 46.437 0.057
H 31.693 -31.197 48.939 0.082
C 28.850 -21.020 51.044 -0.104
C 29.704 -20.064 50.163 -0.037
C 31.186 -19.943 50.172 0.008
C 31.854 -20.637 51.317 -0.055
C 31.082 -21.735 52.159 0.115
C 29.569 -21.807 51.861 -0.114
N 33.272 -20.267 51.634 -0.323
O 33.900 -21.109 52.401 0.016
O 33.714 -19.300 51.073 0.082
H 27.749 -21.242 50.758 0.125
H 29.018 -19.523 49.457 0.083
H 31.636 -19.192 49.654 0.049
H 31.623 -22.477 52.745 0.054
H 28.957 -22.465 52.453 0.082
C 28.547 -25.549 56.846 -0.318
O 28.536 -25.349 58.077 -0.031
N 29.620 -26.055 56.180 -0.203
C 29.559 -26.141 54.713 -0.073
C 30.893 -26.297 56.835 -0.044
H 27.753 -25.330 56.263 0.089
H 30.325 -25.312 54.204 0.105
H 28.643 -25.921 54.138 0.079
H 30.078 -27.119 54.333 0.106
H 31.560 -25.423 56.570 0.073
H 31.503 -27.261 56.374 0.135
H 30.663 -26.306 57.874 0.066
C 35.530 -24.542 52.132 -0.297
O 36.057 -23.375 52.179 -0.063
N 36.104 -25.571 51.516 -0.109
C 35.483 -26.935 51.387 0.023
C 37.528 -25.558 51.058 -0.032
H 34.608 -24.940 52.784 0.161
H 35.876 -27.738 50.959 0.073
H 34.483 -26.842 51.216 0.065
H 35.477 -27.223 52.165 -0.062
H 37.719 -26.614 50.642 0.098
H 38.194 -25.651 51.908 0.076
H 37.961 -24.875 50.382 0.061
```

Properties
LUMO level, eV: 0.8
Molar mass, g/mol: 823.749
Total charge: -1
Energy above the lowest of the compared OMol25 structures with the same formula, charge and spin, kJ/mol: 283.02
Frontier orbital gap, eV: 7.63
Total energy, Ha: -2960.6245
HOMO, eV: -6.84
Max |F|, eV/A: 19.84

=====

Entry 3:
ORCA calculation (ωB97M-V with the def2-TZVPD basis set) on a structure of composition C36H40As2F4GeN2O8Pd at a distorted geometry.

```
94
Properties=species:S:1:pos:R:3:lowdin_charge:R:1
Pd -0.056 -0.544 0.105 0.471
C 1.356 -0.018 2.573 -0.089
N 0.022 -0.588 2.301 -0.338
C -0.167 -1.749 3.182 -0.123
C -1.083 0.341 2.621 -0.208
C -0.849 1.708 2.051 -0.267
N -0.679 1.633 0.608 -0.039
C -0.400 2.809 0.023 -0.198
C -0.449 2.944 -1.385 -0.170
F -0.962 1.903 -2.065 0.034
C -0.044 4.045 -2.090 -0.228
F -0.063 3.996 -3.439 0.067
C 0.354 5.203 -1.455 0.041
C 0.280 5.174 -0.076 -0.234
F 0.594 6.292 0.601 0.079
C -0.076 4.055 0.644 -0.134
F -0.085 4.211 1.991 0.047
H 1.428 0.328 3.612 0.103
H 1.581 0.799 1.893 0.072
H 2.098 -0.801 2.421 0.078
H -0.031 -1.431 4.222 0.101
H 0.553 -2.534 2.969 0.033
H -1.171 -2.150 3.072 0.083
H -1.193 0.427 3.710 0.129
H -2.003 -0.083 2.214 0.115
H 0.024 2.139 2.551 0.103
H -1.707 2.340 2.306 0.129
H 0.672 6.085 -1.987 0.125
Ge 0.596 -2.835 0.266 0.874
C 1.314 -4.227 -0.947 -0.391
C 0.498 -5.193 -1.529 -0.140
C 1.031 -6.157 -2.374 -0.082
C 2.390 -6.162 -2.654 -0.087
C 3.218 -5.214 -2.070 -0.086
C 2.680 -4.258 -1.222 -0.147
C -1.142 -3.608 0.894 -0.362
C -1.242 -4.907 1.393 -0.122
C -2.448 -5.409 1.861 -0.087
C -3.582 -4.611 1.860 -0.092
C -3.508 -3.318 1.364 -0.096
C -2.303 -2.832 0.870 -0.172
H 1.598 -3.133 1.429 -0.018
H -0.567 -5.190 -1.323 0.098
H 0.387 -6.903 -2.824 0.103
H 2.803 -6.904 -3.326 0.101
H 4.281 -5.220 -2.278 0.102
H 3.323 -3.515 -0.762 0.084
H -0.355 -5.532 1.414 0.104
H -2.507 -6.427 2.227 0.102
H -4.522 -4.999 2.231 0.101
H -4.393 -2.693 1.351 0.105
H -2.274 -1.830 0.457 0.064
C -4.083 -2.159 -2.309 -0.025
O -2.785 -1.577 -2.475 -0.095
C -2.690 -0.706 -3.498 -0.494
O -3.621 -0.434 -4.208 0.141
C -1.285 -0.280 -3.700 -0.284
C -0.973 0.416 -4.790 -0.292
As 0.792 0.620 -5.574 1.344
C 0.507 2.346 -6.473 -0.268
C 1.777 0.922 -3.913 -0.286
C 1.570 0.219 -2.798 -0.256
As -0.015 -0.849 -2.333 1.267
C 0.547 -2.440 -3.328 -0.230
C 2.575 0.248 -1.686 -0.577
O 2.420 0.783 -0.619 0.076
O 3.615 -0.538 -1.991 -0.039
C 4.654 -0.654 -1.014 -0.022
C 2.959 1.832 -3.934 -0.494
O 3.676 2.058 -2.993 0.142
O 3.119 2.405 -5.131 -0.090
C 4.121 3.423 -5.207 -0.023
C -2.036 0.990 -5.675 -0.593
O -2.237 0.630 -6.806 0.106
O -2.589 2.043 -5.080 -0.026
C -3.598 2.754 -5.800 -0.016
H -3.964 -2.973 -1.604 0.081
H -4.455 -2.526 -3.264 0.098
H -4.782 -1.415 -1.928 0.104
H 0.166 3.113 -5.785 0.028
H -0.235 2.174 -7.250 0.029
H 1.439 2.646 -6.940 0.017
H 0.606 -2.149 -4.377 0.025
H -0.190 -3.232 -3.222 0.036
H 1.512 -2.810 -2.995 0.023
H 5.469 0.018 -1.280 0.100
H 4.995 -1.686 -1.040 0.084
H 4.273 -0.398 -0.028 0.089
H 3.998 3.896 -6.176 0.094
H 5.116 2.988 -5.112 0.099
H 3.979 4.149 -4.407 0.101
H -3.157 3.636 -6.263 0.096
H -4.350 3.055 -5.075 0.096
H -4.043 2.116 -6.561 0.094
```

Properties
LUMO level, eV: -0.5
Molar mass, g/mol: 1033.588
Energy above the lowest of the compared OMol25 structures with the same formula, charge and spin, kJ/mol: 39.07
Frontier orbital gap, eV: 6.21
Total energy, Ha: -9182.9694
HOMO, eV: -6.67
Max |F|, eV/A: 1.22